1.
Density functional theory data (ωB97M-V with the def2-TZVPD basis set) for a structure of composition C12H20O7PdS3Se2.

Values from the calculation:
* multiplicity: 1
* relative energy (zero: lowest compared OMol25 entry of this formula, charge and spin): 0.0 kJ/mol
* total charge: 0
* DFT total energy: -7121.2304 a.u.
* HOMO energy: -9.0 eV
* molecular weight: 636.83 g mol⁻¹
* HOMO-LUMO gap: 0.2793 Ha

Positions of all 45 atoms, in Å:
Pd  1.166  0.795  -0.057
O  -1.067  -0.550  -2.478
S  -1.217  -1.457  -1.352
O  -1.569  -2.810  -1.706
O  -0.064  -1.417  -0.422
C  -2.619  -0.832  -0.393
C  -3.579  -1.800  -0.105
C  -4.721  -1.502  0.617
C  -4.929  -0.210  1.071
C  -3.985  0.762  0.801
C  -2.829  0.470  0.077
S  -1.817  1.948  -0.058
O  -2.575  2.894  -0.821
O  -1.511  2.314  1.316
O  -0.555  1.604  -0.796
H  -3.409  -2.800  -0.478
H  -5.448  -2.278  0.816
H  -5.819  0.045  1.631
H  -4.136  1.774  1.153
C  0.715  1.469  3.387
Se  0.141  0.164  2.072
C  1.411  -1.266  2.477
C  2.845  -0.800  2.430
Se  3.304  0.075  0.735
C  3.593  -1.548  -0.289
H  0.613  1.036  4.380
H  0.032  2.304  3.261
H  1.734  1.801  3.210
H  1.192  -2.017  1.719
H  1.160  -1.673  3.458
H  3.553  -1.622  2.544
H  3.061  -0.066  3.205
H  4.318  -2.154  0.248
H  4.014  -1.241  -1.243
H  2.651  -2.074  -0.428
C  1.042  2.312  -3.013
S  2.055  1.155  -2.132
C  1.830  -0.279  -3.152
O  3.475  1.543  -2.152
H  1.478  2.421  -4.005
H  1.044  3.253  -2.469
H  0.034  1.895  -3.038
H  0.759  -0.478  -3.226
H  2.335  -1.118  -2.683
H  2.288  -0.042  -4.112

2.
Density functional theory data (ωB97M-V with the def2-TZVPD basis set) for the ion C6H10NO with charge +1.

Values from the calculation:
* multiplicity: 3
* relative energy (zero: lowest compared OMol25 entry of this formula, charge and spin): 277.4 kJ/mol
* total charge: +1
* DFT total energy: -364.0841 a.u.
* <S²>: 2.03
* HOMO energy (spin up / spin down): -10.1 / -14.9 eV
* molecular weight: 112.15 g mol⁻¹
* HOMO-LUMO gap (spin up / spin down): 0.2265 / 0.2283 Ha

Positions of all 18 atoms, in Å:
C  -0.205  1.494  0.495
C  -2.029  -0.217  -0.033
C  -3.314  -0.193  -0.107
C  -1.049  -1.239  -0.442
C  3.016  0.164  -0.376
C  2.034  0.354  0.719
N  0.898  0.834  0.475
O  -1.389  1.093  0.341
H  0.082  2.528  0.798
H  -4.042  0.603  0.141
H  2.291  -0.062  1.737
H  -3.918  -1.003  -0.436
H  -0.149  -0.979  0.071
H  -1.395  -2.250  -0.091
H  -0.994  -1.273  -1.493
H  2.778  0.467  -1.409
H  3.437  -1.009  -0.403
H  3.950  0.688  0.010

3.
Density functional theory data (ωB97M-V with the def2-TZVPD basis set) for a cluster of 4 separate species, C4H14N2O5 in total.

Values from the calculation:
* multiplicity: 1
* relative energy (zero: lowest compared OMol25 entry of this formula, charge and spin): 170.4 kJ/mol
* total charge: 0
* structure (SMILES): NC(=O)NCCC=O.O.O.O
* DFT total energy: -646.4953 a.u.
* HOMO energy: -9.6 eV
* molecular weight: 170.16 g mol⁻¹
* HOMO-LUMO gap: 0.3631 Ha

Positions of all 25 atoms, in Å:
N  1.556  0.063  1.380
C  1.589  1.366  0.954
O  2.036  2.286  1.591
N  0.986  1.557  -0.307
C  0.284  0.618  -1.260
C  -1.139  1.129  -1.714
C  -2.040  0.142  -0.984
O  -1.816  -1.058  -1.015
H  1.480  -0.744  0.767
H  1.961  -0.227  2.254
H  1.003  2.520  -0.573
H  0.151  -0.413  -0.974
H  0.820  0.640  -2.184
H  -1.246  1.196  -2.824
H  -1.258  2.102  -1.229
H  -2.947  0.538  -0.627
O  -0.260  -2.457  1.317
H  -0.410  -1.531  1.568
H  -0.825  -2.819  0.638
O  -1.396  -0.166  1.372
H  -0.719  0.523  1.285
H  -1.986  0.140  2.075
O  0.565  -2.147  -1.696
H  -0.229  -2.267  -1.128
H  1.202  -2.654  -1.149

4.
Density functional theory data (ωB97M-V with the def2-TZVPD basis set) for a structure of composition C24H32N6O2Ti.

Values from the calculation:
* multiplicity: 1
* total charge: +4
* DFT total energy: -2260.8979 a.u.
* HOMO energy: -20.0 eV
* molecular weight: 484.43 g mol⁻¹
* HOMO-LUMO gap: 0.2558 Ha

Positions of all 65 atoms, in Å:
Ti  0.303  1.225  0.977
C  0.873  -5.153  3.650
C  0.526  -3.888  2.913
C  -0.009  -3.918  1.621
C  -0.384  -2.750  0.952
C  -1.208  -2.782  -0.266
N  -0.940  -3.353  -1.383
C  0.328  -3.993  -1.844
C  1.503  -3.026  -1.983
C  1.479  -2.007  -3.129
N  0.847  -0.720  -2.727
C  0.339  0.158  -3.532
C  -0.284  1.400  -3.155
C  -0.988  2.095  -4.160
C  -1.780  3.207  -3.901
C  -2.501  3.950  -4.992
C  -1.912  3.575  -2.565
C  -1.225  2.916  -1.530
C  -1.509  3.281  -0.163
N  -1.081  2.680  0.909
C  -1.518  3.199  2.249
C  -0.324  3.413  3.184
C  0.122  2.170  3.945
N  0.281  0.992  3.029
C  0.387  -0.184  3.569
C  0.340  -1.449  2.858
C  0.663  -2.643  3.520
C  -0.181  -1.518  1.565
O  -0.492  -0.386  0.892
C  -0.352  1.875  -1.842
O  0.390  1.349  -0.850
H  0.925  -6.008  2.979
H  0.115  -5.366  4.406
H  1.830  -5.057  4.161
H  -0.196  -4.883  1.162
H  -2.183  -2.299  -0.227
H  -1.703  -3.373  -2.056
H  0.083  -4.447  -2.802
H  0.575  -4.805  -1.164
H  2.375  -3.662  -2.143
H  1.693  -2.519  -1.031
H  0.954  -2.379  -4.009
H  2.502  -1.786  -3.429
H  0.876  -0.474  -1.744
H  0.340  -0.105  -4.588
H  -0.914  1.735  -5.182
H  -2.217  3.585  -5.977
H  -2.273  5.015  -4.947
H  -3.581  3.835  -4.885
H  -2.573  4.397  -2.309
H  -2.189  4.121  -0.022
H  -2.224  2.484  2.673
H  -2.048  4.138  2.097
H  -0.596  4.165  3.925
H  0.502  3.858  2.620
H  -0.626  1.903  4.692
H  1.064  2.349  4.465
H  0.456  -0.246  4.657
H  1.030  -2.594  4.541
N  2.292  2.111  1.092
N  2.512  0.678  1.033
H  2.637  2.565  0.249
H  2.767  2.539  1.885
H  3.028  0.368  1.852
H  3.070  0.442  0.216

5.
Density functional theory data (ωB97M-V with the def2-TZVPD basis set) for a cluster of 2 separate species, CH2ClNO in total.

Values from the calculation:
* multiplicity: 1
* relative energy (zero: lowest compared OMol25 entry of this formula, charge and spin): 295.0 kJ/mol
* total charge: 0
* structure (SMILES): C#N.OCl
* DFT total energy: -629.3884 a.u.
* HOMO energy: -10.4 eV
* molecular weight: 79.49 g mol⁻¹
* HOMO-LUMO gap: 0.3954 Ha

Positions of all 6 atoms, in Å:
C  -0.858  0.777  0.980
N  -1.568  0.457  0.157
H  -0.161  1.103  1.615
O  0.805  -0.772  -0.337
Cl  1.838  -1.173  -1.616
H  -0.056  -0.393  -0.799

6.
Density functional theory data (ωB97M-V with the def2-TZVPD basis set) for an isolated molecule of C21H20F2N2O2S.

Values from the calculation:
* multiplicity: 1
* total charge: 0
* structure (SMILES): CCN1C(=O)C(C(c2cccc(F)c2)c2cccc(F)c2)C(=O)N(CC)C1=S
* DFT total energy: -1670.0929 a.u.
* HOMO energy: -8.8 eV
* molecular weight: 402.47 g mol⁻¹
* HOMO-LUMO gap: 0.3055 Ha

Positions of all 48 atoms, in Å:
C  3.450  1.376  -2.101
C  3.049  0.601  -0.865
N  1.646  0.179  -0.945
C  0.670  1.148  -0.601
O  0.917  2.335  -0.632
C  -0.524  0.534  -0.010
C  -0.140  0.578  1.498
C  -0.258  -0.908  1.781
C  0.835  -1.633  2.222
C  0.887  -2.986  1.857
C  -0.165  -3.588  1.182
C  -1.287  -2.833  0.871
F  -2.293  -3.388  0.129
C  -1.410  -1.509  1.284
C  -1.035  1.617  2.252
C  -0.471  2.607  3.071
C  -1.206  3.775  3.304
C  -2.503  3.931  2.816
C  -3.073  2.865  2.142
F  -4.326  2.996  1.599
C  -2.410  1.638  1.989
C  -0.990  -0.363  -1.213
O  -2.136  -0.343  -1.625
N  -0.018  -1.134  -1.862
C  -0.456  -2.237  -2.846
C  -0.301  -1.843  -4.297
C  1.332  -0.894  -1.738
S  2.479  -1.811  -2.544
H  4.452  1.783  -1.939
H  3.497  0.730  -2.990
H  2.776  2.228  -2.268
H  3.649  -0.310  -0.778
H  3.154  1.203  0.050
H  -1.373  1.174  0.143
H  0.912  0.938  1.664
H  1.666  -1.149  2.738
H  1.770  -3.558  2.150
H  -0.129  -4.620  0.869
H  -2.361  -0.976  1.147
H  0.566  2.524  3.431
H  -0.752  4.571  3.901
H  -3.055  4.850  2.930
H  -2.928  0.813  1.496
H  0.198  -3.084  -2.634
H  -1.484  -2.502  -2.593
H  -0.620  -2.693  -4.908
H  -0.939  -0.995  -4.564
H  0.738  -1.634  -4.563

What did the sixth record say?
Density functional theory data (ωB97M-V with the def2-TZVPD basis set) for an isolated molecule of C21H20F2N2O2S.

Values from the calculation:
* multiplicity: 1
* total charge: 0
* structure (SMILES): CCN1C(=O)C(C(c2cccc(F)c2)c2cccc(F)c2)C(=O)N(CC)C1=S
* DFT total energy: -1670.0929 a.u.
* HOMO energy: -8.8 eV
* molecular weight: 402.47 g mol⁻¹
* HOMO-LUMO gap: 0.3055 Ha

Positions of all 48 atoms, in Å:
C  3.450  1.376  -2.101
C  3.049  0.601  -0.865
N  1.646  0.179  -0.945
C  0.670  1.148  -0.601
O  0.917  2.335  -0.632
C  -0.524  0.534  -0.010
C  -0.140  0.578  1.498
C  -0.258  -0.908  1.781
C  0.835  -1.633  2.222
C  0.887  -2.986  1.857
C  -0.165  -3.588  1.182
C  -1.287  -2.833  0.871
F  -2.293  -3.388  0.129
C  -1.410  -1.509  1.284
C  -1.035  1.617  2.252
C  -0.471  2.607  3.071
C  -1.206  3.775  3.304
C  -2.503  3.931  2.816
C  -3.073  2.865  2.142
F  -4.326  2.996  1.599
C  -2.410  1.638  1.989
C  -0.990  -0.363  -1.213
O  -2.136  -0.343  -1.625
N  -0.018  -1.134  -1.862
C  -0.456  -2.237  -2.846
C  -0.301  -1.843  -4.297
C  1.332  -0.894  -1.738
S  2.479  -1.811  -2.544
H  4.452  1.783  -1.939
H  3.497  0.730  -2.990
H  2.776  2.228  -2.268
H  3.649  -0.310  -0.778
H  3.154  1.203  0.050
H  -1.373  1.174  0.143
H  0.912  0.938  1.664
H  1.666  -1.149  2.738
H  1.770  -3.558  2.150
H  -0.129  -4.620  0.869
H  -2.361  -0.976  1.147
H  0.566  2.524  3.431
H  -0.752  4.571  3.901
H  -3.055  4.850  2.930
H  -2.928  0.813  1.496
H  0.198  -3.084  -2.634
H  -1.484  -2.502  -2.593
H  -0.620  -2.693  -4.908
H  -0.939  -0.995  -4.564
H  0.738  -1.634  -4.563

The lowest molecular weight belongs to which entry?
CH2ClNO

Among the records above, which one has the highest DFT total energy?
C6H10NO

What is the formula in the fifth record?
CH2ClNO